Entry 1:
This record from the Open Molecules 2025 dataset describes C2H3N3O2 as an isolated structure. The level of theory is the ωB97M-V functional and the def2-TZVPD basis.

The value obtained for the energy relative to the best compared isomer or geometry (same formula, charge and spin) is 136.11 kcal/mol. The highest occupied orbital energy comes out at -9.92 eV. The calculation puts the molecular weight at 101.065 g mol⁻¹. As for the energy: -10682.5547 eV. As for the multiplicity: 1.

Cartesian coordinates (Å):
1 C 1.09845 -0.83374 0.93553
2 C -0.43858 -0.19055 -0.24595
3 H -0.65164 1.63306 -1.18392
4 H 1.77822 -1.34535 1.54060
5 H -1.40510 -1.15798 -1.49507
6 N -0.21783 0.87402 0.48818
7 N 0.20179 -1.31317 0.24326
8 N -1.50478 -0.14758 -1.10324
9 O 0.09321 2.02987 -0.34946
10 O 1.04626 0.45143 1.17007

***

Entry 2:
This record from the Open Molecules 2025 dataset describes one molecule with the formula C2H3N3O2. The level of theory is the ωB97M-V functional and the def2-TZVPD basis.

The value obtained for the energy relative to the best compared isomer or geometry (same formula, charge and spin) is 33.12 kcal/mol. Its structure (SMILES) is Nc1noc(O)n1. The highest occupied orbital energy comes out at -9.07 eV. The calculation puts the molecular weight at 101.065 g mol⁻¹. As for the energy: -10687.0206 eV. As for the multiplicity: 1.

Cartesian coordinates (Å):
1 N 2.05918 0.10905 0.11957
2 C 0.75015 -0.14788 0.10383
3 N 0.17102 -1.34752 0.23552
4 O -1.19455 -1.04836 0.14701
5 C -1.25258 0.29216 -0.03824
6 O -2.44806 0.82813 -0.15338
7 N -0.10066 0.89831 -0.08530
8 H 2.36243 1.00106 -0.24994
9 H 2.70148 -0.65795 -0.02861
10 H -3.04841 0.07299 -0.05046

***

Entry 3:
This record from the Open Molecules 2025 dataset describes one molecule with the formula C2H3N3O2. The level of theory is the ωB97M-V functional and the def2-TZVPD basis.

The value obtained for the energy relative to the best compared isomer or geometry (same formula, charge and spin) is 37.79 kcal/mol. Its structure (SMILES) is [H]/N=c1\[nH]oc(=O)[nH]1. The highest occupied orbital energy comes out at -9.92 eV. The calculation puts the molecular weight at 101.065 g mol⁻¹. As for the energy: -10686.8181 eV. As for the multiplicity: 1.

Cartesian coordinates (Å):
1 H -2.67010 0.14472 0.48687
2 N -1.85654 0.62485 0.14116
3 C -0.70172 0.12272 0.17752
4 N -0.25582 -1.21726 0.18083
5 O 1.09977 -1.20221 -0.28477
6 C 1.56210 0.09211 -0.17544
7 O 2.70099 0.42506 -0.33959
8 N 0.46966 0.85766 0.15107
9 H -0.82089 -1.71200 -0.49668
10 H 0.47258 1.86435 0.15902

***

Entry 4:
This record from the Open Molecules 2025 dataset describes one molecule with the formula C2H3N3O4. The level of theory is the ωB97M-V functional and the def2-TZVPD basis.

The value obtained for the energy relative to the best compared isomer or geometry (same formula, charge and spin) is 53.98 kcal/mol. Its structure (SMILES) is N/N=c1\oc(=O)n(O)o1. The highest occupied orbital energy comes out at -9.12 eV. The calculation puts the molecular weight at 133.063 g mol⁻¹. As for the energy: -14777.9842 eV. As for the multiplicity: 1.

Cartesian coordinates (Å):
1 N 2.79506 0.39855 -0.08787
2 N 1.84571 -0.60760 -0.28733
3 C 0.61132 -0.35545 -0.24524
4 O 0.05462 0.88229 -0.24205
5 C -1.29709 0.87866 -0.10095
6 O -2.10463 1.76058 -0.25001
7 N -1.53011 -0.42964 0.13839
8 O -2.75339 -1.00913 -0.19799
9 O -0.38184 -1.18728 -0.32207
10 H 2.44824 1.06069 0.56365
11 H 3.44953 -0.08490 0.39557
12 H -3.13741 -1.30677 0.63590

***

Entry 5:
This record from the Open Molecules 2025 dataset describes one molecule with the formula C2H3N3OS. The level of theory is the ωB97M-V functional and the def2-TZVPD basis.

The value obtained for the energy relative to the best compared isomer or geometry (same formula, charge and spin) is 26.03 kcal/mol. Its structure (SMILES) is [H]/N=c1\ocnn1S. The highest occupied orbital energy comes out at -9.07 eV. The calculation puts the molecular weight at 117.133 g mol⁻¹. As for the energy: -19473.9577 eV. As for the multiplicity: 1.

Cartesian coordinates (Å):
1 H 2.46320 0.06213 -0.74346
2 N 1.58987 -0.42295 -1.07706
3 C 0.67184 0.00866 -0.33043
4 O 0.79775 1.00144 0.61630
5 C -0.43434 1.16260 1.18166
6 N -1.38142 0.51465 0.61957
7 N -0.68265 -0.25691 -0.34158
8 S -1.42581 -1.37256 -1.32992
9 H -0.49497 1.81833 2.02398
10 H -1.10347 -2.51538 -0.61905

***

Entry 6:
This record from the Open Molecules 2025 dataset describes one molecule with the formula C2H3N3OS. The level of theory is the ωB97M-V functional and the def2-TZVPD basis.

The value obtained for the energy relative to the best compared isomer or geometry (same formula, charge and spin) is 158.76 kcal/mol. The highest occupied orbital energy comes out at -8.76 eV. The calculation puts the molecular weight at 117.133 g mol⁻¹. As for the energy: -19468.2020 eV. As for the multiplicity: 1.

Cartesian coordinates (Å):
1 C -0.56571 -1.25233 -0.17188
2 C 0.73429 0.67676 -0.06473
3 N -0.27540 1.37194 0.12517
4 N -1.54962 1.10698 0.24731
5 N 2.07952 0.72519 -0.01663
6 O -3.18919 -0.88515 -0.21710
7 S -1.89039 -0.50677 0.29071
8 H -0.41798 -2.22156 0.03018
9 H 2.58115 0.31641 0.76651
10 H 2.49333 0.66852 -0.98955

***

Entry 7:
This record from the Open Molecules 2025 dataset describes one molecule with the formula C2H3N3OS. The level of theory is the ωB97M-V functional and the def2-TZVPD basis.

The value obtained for the energy relative to the best compared isomer or geometry (same formula, charge and spin) is 47.72 kcal/mol. Its structure (SMILES) is Nc1no[nH]c1=S. The highest occupied orbital energy comes out at -8.59 eV. The calculation puts the molecular weight at 117.133 g mol⁻¹. As for the energy: -19473.0170 eV. As for the multiplicity: 1.

Cartesian coordinates (Å):
1 N 0.03325 1.79490 -0.09401
2 C -0.32647 0.46989 -0.05237
3 N -1.54318 0.03683 -0.00073
4 O -1.45447 -1.33558 -0.02750
5 N -0.14986 -1.66101 -0.05989
6 C 0.67067 -0.58833 -0.03540
7 S 2.31347 -0.50301 -0.02177
8 H 1.01493 2.01092 0.08384
9 H -0.66392 2.44356 0.18428
10 H 0.10558 -2.66818 0.02356

***

Entry 8:
This record from the Open Molecules 2025 dataset describes one molecule with the formula C2H3N3OS2. The level of theory is the ωB97M-V functional and the def2-TZVPD basis.

The value obtained for the energy relative to the best compared isomer or geometry (same formula, charge and spin) is 3.75 kcal/mol. Its structure (SMILES) is O=C1NNC(=S)NS1. The highest occupied orbital energy comes out at -8.73 eV. The calculation puts the molecular weight at 149.200 g mol⁻¹. As for the energy: -30309.9884 eV. As for the multiplicity: 1.

Cartesian coordinates (Å):
1 O -2.88370 -0.26732 -0.13003
2 C -1.70667 -0.03768 -0.02039
3 N -0.70103 -0.97803 -0.15651
4 N 0.52833 -0.77418 0.49603
5 C 1.30251 0.28584 0.06624
6 S 2.95191 0.23942 0.00634
7 N 0.53892 1.34046 -0.30583
8 S -1.05135 1.59643 0.30107
9 H -1.04304 -1.92692 -0.14424
10 H 1.04523 -1.59624 0.62864
11 H 1.01889 2.11822 -0.74131

***

Entry 9:
This record from the Open Molecules 2025 dataset describes C2H3N3S as an isolated structure. The level of theory is the ωB97M-V functional and the def2-TZVPD basis.

The value obtained for the energy relative to the best compared isomer or geometry (same formula, charge and spin) is 175.03 kcal/mol. The highest occupied orbital energy (alpha / beta) comes out at -7.47 / -7.57 eV. The calculation puts the molecular weight at 101.134 g mol⁻¹. As for the energy: -17420.2065 eV. As for the multiplicity: 1.

Cartesian coordinates (Å):
1 C -0.19541 0.44017 -1.14072
2 C 1.14486 0.08694 -1.73415
3 N 1.61453 -0.09702 -0.46000
4 N 0.42014 0.11664 0.14417
5 N 0.05059 -0.10957 1.32820
6 S 0.67144 1.78818 -1.88116
7 H -1.23341 0.15118 -1.37426
8 H 2.63859 -0.09078 -0.14746
9 H -1.21567 0.26731 1.53899

***

Entry 10:
This record from the Open Molecules 2025 dataset describes one molecule with the formula C2H3N3S. The level of theory is the ωB97M-V functional and the def2-TZVPD basis.

The value obtained for the energy relative to the best compared isomer or geometry (same formula, charge and spin) is 76.15 kcal/mol. Its structure (SMILES) is [S-][n+]1ncc[nH]1. The highest occupied orbital energy comes out at -8.39 eV. The calculation puts the molecular weight at 101.134 g mol⁻¹. As for the energy: -17424.4943 eV. As for the multiplicity: 1.

Cartesian coordinates (Å):
1 S 2.81916 0.46519 -0.03196
2 N 1.10367 -0.40670 0.05258
3 N 0.20331 -1.45962 0.00250
4 C -0.97541 -0.90911 -0.00337
5 C -0.99695 0.45710 -0.08257
6 N 0.36089 0.70380 0.01594
7 H -1.83471 -1.57466 0.12745
8 H -1.70519 1.20706 -0.15130
9 H 1.02523 1.51693 0.07073

***

> The highest molecular weight belongs to which entry?

C2H3N3OS2

***

> Look up the energy of the seventh one.

-19473.0170 eV